(1)
A structure of composition C22H30N2P2Zr. Source: OMol25; level of theory: ωB97M-V/def2-TZVPD.

Cartesian coordinates (Å):
C (-1.712, 2.844, -2.891)
C (-1.325, 1.542, -2.623)
C (-0.010, 1.134, -3.075)
C (1.021, 2.133, -3.283)
C (0.594, 3.485, -3.369)
C (-0.746, 3.822, -3.226)
C (2.347, 1.672, -3.284)
C (2.646, 0.331, -3.002)
C (1.512, -0.566, -2.833)
C (1.698, -1.823, -2.166)
C (2.968, -2.381, -2.159)
C (4.082, -1.567, -2.445)
C (3.937, -0.234, -2.815)
H (-2.774, 3.107, -2.762)
H (1.363, 4.252, -3.489)
H (-1.095, 4.853, -3.257)
H (3.162, 2.390, -3.403)
H (3.088, -3.437, -1.871)
H (5.065, -1.997, -2.271)
H (4.792, 0.442, -2.917)
N (0.292, -0.171, -3.257)
Zr (0.244, 0.314, 1.636)
C (-2.177, 0.601, -1.753)
H (-1.980, -0.453, -2.026)
H (-3.249, 0.838, -1.882)
C (0.534, -2.458, -1.424)
H (-0.425, -2.205, -1.902)
H (0.650, -3.550, -1.350)
P (-1.773, 0.868, 0.035)
P (0.475, -1.885, 0.333)
C (1.704, -2.876, 1.205)
H (1.509, -2.858, 2.288)
H (1.623, -3.902, 0.819)
H (2.711, -2.479, 1.026)
C (-1.091, -2.682, 0.792)
H (-0.893, -3.755, 0.930)
H (-1.523, -2.277, 1.713)
H (-1.822, -2.571, -0.020)
C (-2.291, 2.572, 0.406)
H (-3.343, 2.695, 0.124)
H (-2.174, 2.759, 1.482)
H (-1.676, 3.309, -0.122)
C (-3.143, -0.085, 0.744)
H (-2.963, -0.245, 1.809)
H (-4.059, 0.486, 0.589)
H (-3.237, -1.060, 0.259)
H (1.507, 1.465, 1.651)
H (1.379, -0.275, 0.189)
C (0.039, 0.354, 6.557)
C (-1.195, -0.304, 5.902)
C (-1.015, -0.503, 4.489)
N (-0.745, -0.267, 3.366)
H (0.971, -0.158, 6.298)
H (-0.088, 0.334, 7.648)
H (0.153, 1.395, 6.232)
H (-1.453, -1.285, 6.330)
H (-2.092, 0.315, 6.026)

Force components x, y, z for each atom (eV/Å):
C -0.028 -0.860 0.708
C -0.160 -0.041 -0.842
C 0.842 -0.131 -0.641
C -0.871 -0.714 0.427
C -0.519 0.719 0.331
C 0.803 0.055 -0.329
C 0.270 0.206 -0.037
C -0.911 -0.873 0.222
C 0.298 1.246 -0.908
C 0.226 -0.874 -0.822
C -1.088 0.369 0.521
C 0.540 0.960 -0.480
C 0.396 -0.402 0.497
H 0.640 0.150 0.203
H -0.346 -0.076 -0.059
H 0.343 -0.173 -0.274
H -0.185 -0.201 -0.178
H 0.124 0.638 0.167
H -0.069 0.211 -0.300
H -0.110 -0.468 0.025
N -0.851 -0.209 3.762
Zr 0.566 -0.112 -3.867
C 0.917 0.449 -1.373
H -0.165 0.451 0.223
H 0.348 -0.176 0.264
C 0.631 0.757 -0.833
H 0.338 -0.138 0.194
H -0.135 0.226 0.022
P -1.291 0.103 -1.189
P -1.672 -0.529 0.490
C 0.508 0.202 0.193
H 0.049 -0.158 -0.309
H 0.112 0.231 0.242
H -0.171 -0.207 -0.003
C -0.380 -1.127 -0.022
H -0.385 0.096 -0.018
H 0.153 -0.175 -0.184
H 0.188 -0.115 0.228
C 0.284 0.287 0.080
H 0.196 0.036 0.087
H -0.180 0.029 -0.145
H -0.109 -0.204 0.034
C -0.030 -0.294 0.466
H -0.387 -0.030 0.007
H -0.024 -0.099 0.123
H 0.008 0.264 0.089
H 1.323 0.817 0.052
H 0.764 0.873 0.410
C 0.330 0.168 -0.013
C -0.542 -0.981 0.696
C 1.005 2.247 -2.413
N -1.395 -2.319 4.612
H -0.246 -0.102 0.142
H 0.001 -0.011 -0.422
H -0.199 -0.223 0.102
H 0.199 0.266 0.163
H 0.050 -0.035 -0.120

- HOMO level (alpha / beta) (eV) = -12.7 / -12.7
- total charge = +2
- ΔE to the lowest compared entry with this formula, charge and spin (eV) = 3.935
- energy (eV) = -46120.4187
- 2S+1 = 1

(2)
A cluster of 14 separate species, C41H112F6N8O16S2 in total. Source: OMol25; level of theory: ωB97M-V/def2-TZVPD.

Cartesian coordinates (Å):
N (-1.540, -2.447, -0.063)
H (-1.105, -2.755, 0.795)
H (-2.489, -2.772, 0.052)
H (-1.172, -3.095, -0.745)
H (-1.280, -1.504, -0.315)
C (-2.682, 1.057, -1.702)
F (-2.864, -0.249, -1.856)
F (-3.166, 1.809, -2.784)
F (-3.435, 1.497, -0.661)
S (-0.814, 1.432, -1.315)
O (-0.133, 1.608, -2.608)
O (-0.813, 2.546, -0.278)
N (-0.289, -0.115, -0.702)
S (1.063, 0.245, -0.104)
O (1.999, 1.305, -0.542)
O (1.005, 0.132, 1.363)
C (2.020, -1.371, -0.750)
F (2.036, -2.318, 0.179)
F (1.324, -1.833, -1.776)
F (3.260, -1.048, -1.122)
C (1.608, -2.781, 3.410)
C (0.120, -3.144, 3.178)
C (-0.793, -2.041, 3.528)
O (-0.086, -3.464, 1.859)
H (2.307, -3.311, 2.763)
H (1.894, -2.937, 4.450)
H (1.731, -1.704, 3.292)
H (-0.310, -3.933, 3.796)
H (-0.564, -1.261, 2.802)
H (-0.653, -1.783, 4.578)
H (-1.855, -2.273, 3.452)
H (0.517, -4.122, 1.506)
C (-0.944, 5.831, 1.926)
C (-2.015, 5.364, 0.950)
C (-2.888, 4.209, 1.489)
O (-2.932, 6.391, 0.697)
H (-0.571, 6.790, 1.567)
H (-0.059, 5.195, 1.950)
H (-1.243, 5.922, 2.970)
H (-1.553, 5.069, 0.008)
H (-3.444, 3.771, 0.661)
H (-3.531, 4.553, 2.299)
H (-2.272, 3.410, 1.901)
H (-2.462, 7.083, 0.226)
C (3.084, 3.956, -1.527)
C (2.361, 4.707, -0.351)
C (3.305, 4.694, 0.854)
O (2.343, 6.027, -0.780)
H (2.319, 3.660, -2.245)
H (3.502, 3.021, -1.154)
H (3.919, 4.440, -2.033)
H (1.344, 4.375, -0.141)
H (2.926, 5.356, 1.633)
H (4.270, 5.117, 0.575)
H (3.537, 3.681, 1.184)
H (2.710, 6.540, -0.056)
C (-2.687, 0.619, 2.463)
C (-2.931, 0.605, 3.949)
C (-3.575, 1.831, 4.518)
O (-3.848, -0.481, 4.160)
H (-3.292, 1.358, 1.938)
H (-2.803, -0.361, 2.001)
H (-1.651, 0.898, 2.275)
H (-2.066, 0.333, 4.554)
H (-4.652, 1.840, 4.354)
H (-3.248, 2.770, 4.071)
H (-3.497, 1.816, 5.606)
H (-4.717, -0.223, 3.846)
C (2.861, 2.637, -6.219)
C (1.767, 2.410, -5.126)
C (0.336, 2.536, -5.718)
O (1.926, 1.078, -4.695)
H (3.845, 2.382, -5.825)
H (2.948, 3.648, -6.617)
H (2.760, 2.030, -7.118)
H (2.024, 3.098, -4.321)
H (0.413, 2.643, -6.800)
H (-0.221, 3.399, -5.353)
H (-0.365, 1.708, -5.614)
H (1.375, 0.907, -3.928)
O (-0.809, -4.256, -1.836)
H (-0.328, -5.082, -1.876)
H (-0.557, -3.792, -2.635)
C (-2.294, -3.843, -6.619)
C (-2.842, -3.908, -5.216)
C (-2.477, -2.605, -4.490)
O (-1.108, -2.504, -4.266)
C (-0.486, -1.313, -4.782)
N (-4.323, -4.138, -5.244)
H (-2.617, -4.556, -7.378)
H (-1.212, -3.912, -6.733)
H (-2.524, -2.852, -7.009)
H (-2.371, -4.833, -4.884)
H (-2.735, -2.679, -3.434)
H (-2.889, -1.699, -4.934)
H (-0.519, -1.219, -5.868)
H (0.558, -1.285, -4.468)
H (-0.885, -0.377, -4.393)
H (-4.737, -4.038, -4.328)
H (-4.863, -3.508, -5.819)
C (-0.814, 6.206, -5.250)
C (-1.553, 6.128, -3.934)
C (-2.768, 5.129, -3.796)
O (-3.873, 5.398, -4.665)
C (-4.884, 4.365, -4.712)
N (-0.474, 5.849, -2.986)
H (-0.044, 6.961, -5.414)
H (-1.498, 6.503, -6.045)
H (-0.344, 5.267, -5.543)
H (-1.931, 7.144, -3.823)
H (-3.041, 5.206, -2.743)
H (-2.515, 4.081, -3.957)
H (-5.763, 4.831, -5.157)
H (-5.150, 3.941, -3.744)
H (-4.531, 3.646, -5.452)
H (-0.182, 4.886, -2.907)
H (0.320, 6.305, -3.412)
C (1.151, 2.982, 3.251)
C (1.314, 2.297, 4.546)
C (0.017, 2.475, 5.499)
O (-0.325, 1.269, 6.199)
C (-0.906, 1.436, 7.541)
N (1.539, 0.858, 4.250)
H (0.909, 4.025, 3.455)
H (0.159, 2.747, 2.866)
H (1.962, 2.818, 2.542)
H (2.271, 2.627, 4.950)
H (-0.923, 2.733, 5.011)
H (0.332, 3.295, 6.145)
H (-0.133, 1.974, 8.091)
H (-1.048, 0.474, 8.033)
H (-1.814, 2.013, 7.371)
H (0.936, 0.458, 4.954)
H (0.992, 0.648, 3.427)
C (1.929, -6.322, 2.566)
C (2.467, -5.699, 1.249)
C (3.557, -6.634, 0.567)
O (4.505, -7.108, 1.524)
C (4.366, -8.471, 2.040)
N (1.358, -5.187, 0.377)
H (1.251, -5.712, 3.163)
H (2.691, -6.580, 3.302)
H (1.377, -7.228, 2.317)
H (3.106, -4.844, 1.467)
H (3.869, -5.956, -0.227)
H (3.088, -7.416, -0.031)
H (4.681, -9.184, 1.279)
H (3.296, -8.560, 2.226)
H (4.974, -8.680, 2.921)
H (0.948, -5.941, -0.156)
H (1.868, -4.709, -0.352)
C (5.910, 1.465, 3.609)
C (5.214, 0.925, 2.265)
C (6.282, 0.269, 1.306)
O (6.867, 1.249, 0.380)
C (8.154, 1.006, -0.142)
N (4.368, -0.153, 2.728)
H (6.291, 0.615, 4.174)
H (5.191, 1.969, 4.254)
H (6.696, 2.181, 3.368)
H (4.544, 1.636, 1.782)
H (5.835, -0.551, 0.744)
H (7.009, -0.154, 2.000)
H (8.036, 0.264, -0.931)
H (8.834, 0.755, 0.672)
H (8.552, 1.886, -0.647)
H (3.776, -0.640, 2.070)
H (3.728, 0.268, 3.385)
C (-2.474, -5.955, 0.923)
C (-3.780, -5.465, 1.517)
C (-4.616, -4.570, 0.518)
O (-4.056, -3.312, 0.411)
C (-4.915, -2.347, -0.176)
N (-4.553, -6.535, 2.236)
H (-2.532, -6.257, -0.122)
H (-1.987, -6.728, 1.517)
H (-1.683, -5.208, 0.877)
H (-3.475, -4.788, 2.315)
H (-5.680, -4.452, 0.722)
H (-4.695, -5.163, -0.393)
H (-5.322, -2.699, -1.124)
H (-4.586, -1.309, -0.202)
H (-5.783, -2.403, 0.481)
H (-5.230, -6.946, 1.609)
H (-3.871, -7.199, 2.573)

Force components x, y, z for each atom (eV/Å):
N -0.283 -0.819 -0.163
H 1.036 0.104 1.127
H -1.117 0.624 -0.083
H 0.531 -0.302 -0.582
H -0.313 0.703 0.082
C -0.985 2.204 0.216
F -0.087 0.556 -0.455
F 1.464 -1.977 1.525
F 0.857 -0.837 -0.728
S 0.793 1.570 0.705
O -1.623 0.221 1.753
O -0.253 -3.627 -3.350
N -3.439 3.959 -2.574
S 6.804 -0.972 4.123
O -2.621 -1.404 -0.250
O -0.087 -0.204 -1.609
C -0.753 2.189 0.873
F 0.444 -0.186 0.203
F 0.188 -0.561 -0.923
F -0.517 -0.497 0.151
C -0.712 0.202 0.831
C 0.651 -0.536 1.424
C -0.426 1.178 -0.074
O -1.046 0.209 -1.210
H -0.179 -0.024 0.034
H 0.028 -0.313 0.062
H 0.067 0.037 -0.455
H 0.934 -0.936 0.310
H -0.103 0.707 0.486
H 0.242 0.536 -0.118
H -0.032 -0.354 -0.228
H 0.468 -0.554 -0.431
C 0.665 -0.001 -0.177
C -0.286 -1.142 0.941
C 0.976 -0.006 -0.221
O -0.607 0.880 -0.262
H -0.021 0.229 0.159
H -0.108 -0.320 -0.291
H -0.484 0.151 -0.079
H 0.217 -0.183 -0.008
H -0.301 0.123 0.178
H -0.179 0.191 -0.202
H 0.208 0.012 -0.077
H -0.041 0.188 -0.110
C -1.131 -1.374 0.816
C 2.951 -0.542 -0.868
C -0.110 -0.438 -0.067
O -0.738 2.061 -0.256
H 0.140 0.056 -0.297
H -0.137 -0.134 0.001
H -0.351 0.749 0.346
H 0.104 -0.458 -0.016
H -0.207 -0.361 0.450
H 0.050 0.037 -0.395
H -0.300 0.089 0.395
H -0.184 0.424 -0.199
C 1.247 0.825 -0.570
C -1.268 -1.155 -0.235
C -0.408 0.821 0.295
O -0.063 -0.852 0.848
H -0.241 -0.100 0.046
H -0.195 -0.070 0.254
H 0.200 0.208 -0.230
H 0.216 0.043 -0.342
H -0.181 -0.246 -0.364
H 0.443 0.027 0.288
H 0.301 0.311 0.009
H -0.044 0.140 -0.065
C 0.071 -0.192 0.155
C 0.005 -0.427 -1.545
C -0.061 1.004 -0.432
O 0.763 -0.815 0.097
H -0.034 0.023 0.284
H -0.374 0.289 0.430
H -0.495 -0.390 0.162
H -0.537 0.143 0.144
H 0.041 0.230 -0.125
H 0.189 0.036 0.051
H 0.548 -0.422 0.607
H -0.139 0.325 0.211
O 0.026 -0.620 -0.154
H 0.025 -0.233 0.102
H 0.009 0.570 -0.812
C 0.282 1.065 -1.602
C -1.057 -0.116 -1.268
C -0.113 -1.278 1.718
O 2.502 1.084 -0.972
C 0.489 0.041 0.204
N 0.707 -0.145 0.259
H -0.682 -0.276 0.503
H 0.192 0.061 0.788
H -0.158 0.142 -0.391
H -0.135 0.293 1.305
H -1.666 0.018 -0.002
H -0.199 -0.167 -0.269
H -0.098 -0.417 -0.144
H -0.020 -0.419 -0.095
H -0.589 -0.113 0.349
H 0.203 -0.151 0.316
H 0.440 0.253 -0.429
C -1.186 -0.365 -2.467
C 0.447 -0.551 -1.072
C 0.469 0.175 -0.258
O -0.044 0.396 0.618
C 0.924 1.114 -0.750
N -0.356 0.516 1.242
H 0.166 0.274 1.108
H -0.355 -0.363 -0.347
H -0.172 -0.047 0.077
H -0.288 -0.015 0.787
H -0.382 0.062 0.222
H 0.729 -0.139 -0.082
H -0.027 0.084 0.197
H 0.252 -0.072 0.049
H -0.083 -0.629 0.344
H -0.448 -0.399 -0.152
H 0.346 0.115 0.606
C -1.684 1.506 -0.117
C -0.491 -1.870 0.034
C 1.124 -0.126 0.054
O 0.384 -0.464 0.836
C 1.368 0.700 -1.880
N -0.830 0.260 0.638
H 0.965 0.589 -0.145
H 0.118 -0.857 -0.723
H -0.244 0.121 0.091
H -0.400 0.359 0.970
H 0.338 0.508 -0.742
H -0.440 0.017 0.587
H -0.408 0.314 0.433
H -0.204 -0.018 -0.515
H -0.155 -0.056 0.711
H 0.438 -1.037 0.548
H 0.173 -0.026 -0.669
C -0.209 0.065 -0.301
C 0.539 -0.895 1.250
C -1.951 -0.009 0.558
O 0.649 0.325 -0.368
C -0.992 1.013 -1.503
N 1.765 -0.836 -0.034
H -0.166 0.447 -0.481
H 0.375 -0.059 -0.480
H -0.070 -0.188 0.028
H -0.410 0.339 0.362
H 1.591 -0.132 0.194
H -0.202 -0.697 0.377
H -0.106 -0.050 -0.165
H 0.147 -0.692 0.384
H -0.090 0.789 0.020
H -0.370 -0.658 0.340
H -0.135 0.798 -0.259
C -0.718 0.054 -1.698
C 0.993 -0.689 0.428
C -0.019 1.635 -0.095
O -1.028 0.126 1.304
C -0.667 -0.334 0.076
N -0.181 -0.791 1.071
H 0.131 -0.034 -0.234
H -0.185 0.042 -0.117
H 0.108 -0.072 0.037
H 0.741 0.700 -0.333
H -0.139 0.019 -0.162
H 0.490 -0.065 -0.243
H 0.613 -0.567 0.139
H 0.263 -0.453 -0.195
H -0.357 0.330 0.243
H 0.165 0.344 -0.610
H -0.387 -0.281 0.370
C 0.870 0.167 -0.882
C -0.448 0.869 1.057
C -0.489 -2.302 0.704
O 1.446 0.974 -0.589
C -1.895 -0.957 0.720
N 0.173 1.487 -1.083
H -0.401 -0.556 -0.040
H -0.378 -0.307 0.044
H -0.242 0.576 0.275
H -0.113 0.272 0.096
H -0.142 -0.101 1.087
H 0.614 0.323 -0.894
H 0.488 0.183 -0.477
H 0.713 -0.459 0.052
H -0.427 0.650 0.056
H 0.129 -0.525 0.057
H -0.330 -0.370 -0.130

- HOMO level (eV) = -8.3
- energy (eV) = -126979.7244
- 2S+1 = 1

(3)
The molecule C8H13N3. Source: OMol25; level of theory: ωB97M-V/def2-TZVPD.

Cartesian coordinates (Å):
C (2.256, 1.255, 0.821)
C (2.680, -0.095, 0.442)
N (2.309, -0.774, -0.541)
C (1.228, -0.205, -1.277)
N (-0.169, -0.105, -0.666)
N (-0.938, 0.975, -0.752)
C (-2.122, 0.645, -0.223)
C (-3.069, 1.720, 0.039)
C (-2.062, -0.681, 0.116)
C (-0.752, -1.112, -0.099)
C (-0.027, -2.369, 0.207)
H (1.233, 1.467, 0.479)
H (2.249, 1.259, 1.938)
H (2.791, 2.137, 0.485)
H (3.570, -0.627, 0.811)
H (1.378, 0.798, -1.566)
H (1.048, -0.778, -2.212)
H (-2.973, 1.968, 1.066)
H (-2.625, 2.601, -0.434)
H (-4.038, 1.388, -0.314)
H (-2.592, -1.429, 0.721)
H (-0.664, -3.215, -0.028)
H (0.887, -2.371, -0.278)
H (0.405, -2.453, 1.263)

Force components x, y, z for each atom (eV/Å):
C -1.622 0.529 1.937
C 2.832 -0.481 -0.576
N -1.615 -0.511 -0.554
C -2.835 -0.214 -1.872
N 3.221 0.468 -0.718
N 0.422 1.188 -0.599
C 1.860 -0.153 -0.526
C 0.453 0.252 -0.893
C 0.374 -3.420 2.144
C -1.540 -0.837 0.631
C -0.884 -0.168 2.189
H 0.193 -0.242 0.348
H -0.043 0.409 -0.699
H 0.859 -0.379 -0.173
H -0.166 0.952 1.148
H 0.593 1.236 -0.466
H 0.366 0.182 0.598
H -0.768 -0.018 1.198
H -0.728 -0.024 -0.497
H -0.459 0.715 0.265
H -0.935 1.063 -0.383
H 0.254 -0.286 0.099
H 1.477 -0.503 -1.706
H -1.308 0.241 -0.895

- HOMO level (eV) = -8.6
- SMILES = C/C=N\Cn1nc(C)cc1C
- ΔE to the lowest compared entry with this formula, charge and spin (eV) = 2.374
- energy (eV) = -12974.8084
- 2S+1 = 1

The highest energy belongs to which entry? C8H13N3